(1)
{
  "formula": "C10H14Cl2F8O2",
  "method": "ωB97M-V/def2-TZVPD",
  "elements": ["Cl", "Cl", "F", "F", "F", "F", "F", "F", "F", "F", "O", "O", "C", "C", "C", "C", "C", "C", "C", "C", "C", "C", "H", "H", "H", "H", "H", "H", "H", "H", "H", "H", "H", "H", "H", "H"],
  "positions_angstrom": [[-10.037150, 3.634747, 30.937691], [-9.120818, 5.885176, 29.307091], [-13.055517, -1.420953, 31.841176], [-12.324867, -2.626187, 30.122607], [-11.382387, 0.077282, 29.093036], [-16.029637, 1.705901, 30.371541], [-15.998738, 3.204401, 32.038959], [-14.297291, 4.046538, 29.903992], [-13.447807, -0.658380, 28.887016], [-13.119276, 3.509446, 31.620823], [-5.622390, 5.370497, 34.017016], [-12.958297, 0.779282, 30.513862], [-14.005941, 3.002652, 30.729892], [-13.252720, 1.985217, 29.829931], [-4.446773, 5.653813, 34.821594], [-12.249199, -1.417858, 30.748558], [-6.744623, 6.029940, 34.603297], [-4.896147, 6.767858, 35.787393], [-8.997677, 5.054440, 30.864037], [-6.187905, 7.305910, 35.196259], [-15.245910, 2.325830, 31.293907], [-12.481178, -0.263775, 29.751537], [-11.239048, -1.405800, 31.178405], [-4.066185, 4.786626, 35.366282], [-7.994176, 4.692629, 31.065797], [-7.522570, 6.210235, 33.862726], [-6.033202, 8.078392, 34.443662], [-3.666635, 5.878577, 34.092800], [-14.910696, 1.534474, 31.986000], [-4.154555, 7.545748, 35.965818], [-7.042271, 5.287063, 35.355610], [-6.759242, 7.745193, 36.015705], [-13.926625, 1.760336, 28.997687], [-5.073690, 6.230155, 36.720312], [-9.293586, 5.678147, 31.701446], [-12.348939, 2.441840, 29.427417]],
  "atomic_forces_ev_per_a": [[-0.235, -0.322, -0.062], [0.140, -0.031, 0.399], [-0.531, 0.201, -0.916], [-0.558, 0.504, -0.099], [0.308, -0.261, -0.450], [0.481, 0.918, -0.086], [0.295, -0.323, -0.854], [-0.525, -0.183, 0.117], [0.443, 0.160, -0.535], [-0.957, -0.490, 0.755], [0.582, 0.100, -0.317], [0.397, -0.057, 0.320], [1.526, -0.474, -2.205], [-0.526, 0.156, -0.815], [-0.348, 0.325, -0.848], [2.038, -1.165, 1.051], [0.341, -0.639, 0.275], [0.943, -0.341, -0.168], [0.172, -0.244, 0.462], [0.057, -0.204, 0.846], [-0.287, -0.425, 2.398], [-2.207, 0.307, 1.693], [0.010, 0.543, -0.388], [-0.465, -0.243, 0.026], [0.130, 0.207, -0.436], [0.073, -0.299, -0.096], [0.116, -0.136, -0.122], [0.057, 0.492, 0.154], [-0.012, 0.291, -0.198], [0.111, -0.130, -0.026], [-0.844, 0.679, 0.270], [-0.386, -0.086, -0.243], [0.045, 0.103, 0.006], [-0.266, 0.481, 0.229], [-0.122, 0.369, -0.357], [0.002, 0.214, 0.217]],
  "homo_lumo_gap_ev": 10.38,
  "e_tot_ev": -61475.810,
  "fmax_ev_per_a": 2.8,
  "multiplicity": 1,
  "total_charge": 0,
  "e_lumo_ev": 0.66,
  "smiles": "FC(F)C(F)(F)COC(F)(F)C(F)F.C1CCOC1.ClCCl",
  "homo_energy_ev": -9.7
}

(2)
{
  "formula": "C13H16N2OS",
  "method": "ωB97M-V/def2-TZVPD",
  "elements": ["S", "O", "N", "N", "C", "C", "C", "C", "C", "C", "C", "C", "C", "C", "C", "C", "C", "H", "H", "H", "H", "H", "H", "H", "H", "H", "H", "H", "H", "H", "H", "H", "H"],
  "positions_angstrom": [[2.469685, 0.470457, -0.463204], [-0.640683, 0.369148, -1.950552], [-4.002912, -0.267493, 0.049471], [-2.928444, 0.355317, 2.003125], [0.788638, 0.709498, -0.031935], [0.057973, -1.632999, -0.800539], [1.837840, 2.591119, 0.813377], [-2.845964, -0.332899, -0.584083], [0.600869, 1.927588, 0.536532], [0.111014, -2.450918, 0.499446], [-0.728268, -2.397544, -1.728670], [-0.322955, -0.136308, -0.615635], [-1.706215, 0.234887, 1.452924], [2.923448, 1.883099, 0.381279], [-4.051190, -0.034635, 1.318895], [-1.642800, -0.052711, 0.093920], [4.340043, 2.297835, 0.438190], [-0.195455, -3.355798, -1.917710], [-2.862145, -0.518264, -1.653146], [0.845724, -3.318238, 0.414435], [-0.881706, 0.206796, 2.097134], [-1.705157, -2.630845, -1.297297], [1.062164, -1.720780, -1.251444], [-0.899519, -2.835938, 0.797442], [0.066408, 1.054091, -2.169283], [4.930023, 1.514419, 0.940716], [-0.370330, 2.483985, 0.581611], [-0.847982, -1.950242, -2.742030], [4.290123, 3.241611, 1.031280], [0.525871, -1.785749, 1.202898], [-5.014652, 0.008190, 1.870747], [4.782814, 2.561248, -0.568843], [2.013740, 3.512076, 1.250950]],
  "atomic_forces_ev_per_a": [[-0.793, -0.633, 0.796], [1.974, 1.463, -0.380], [-1.440, -1.539, -1.683], [-0.677, -1.242, 1.140], [-0.599, -0.200, -0.742], [2.196, 0.077, 1.014], [0.318, -2.031, -0.979], [0.975, 1.159, 0.703], [-0.217, 1.429, 0.058], [0.274, -0.964, -0.601], [-1.663, -1.585, -2.810], [-0.150, -0.621, -1.426], [-3.743, -0.747, -1.347], [-0.572, 0.180, -0.837], [2.352, 2.300, 1.687], [0.294, -0.272, 0.204], [0.431, 1.052, -0.020], [-0.506, 0.374, 0.247], [0.032, -0.002, 0.170], [-1.118, 0.995, -0.039], [1.146, 0.685, 0.758], [-0.139, -0.136, -0.337], [0.107, 0.810, 0.414], [0.936, 0.442, -0.115], [-1.461, -1.380, 0.346], [0.096, 0.576, -0.195], [0.871, -1.034, 0.394], [-0.069, -0.086, 0.789], [0.713, -0.705, -0.261], [0.332, 0.488, 1.606], [0.797, -0.092, -0.550], [-0.481, -0.488, 1.064], [-0.218, 1.727, 0.930]],
  "homo_lumo_gap_ev": 9.45,
  "e_tot_ev": -29602.050,
  "fmax_ev_per_a": 4.0,
  "multiplicity": 1,
  "total_charge": 0,
  "e_lumo_ev": 0.46,
  "relative_energy_ev": 2.747,
  "smiles": "Cc1ccc([C@](O)(c2cncnc2)C(C)C)s1",
  "homo_energy_ev": -9.0
}

(3)
{
  "formula": "C17H42BClF10N15O16PS2",
  "method": "ωB97M-V/def2-TZVPD",
  "elements": ["Cl", "S", "S", "P", "F", "F", "F", "F", "F", "F", "F", "F", "F", "F", "O", "O", "O", "O", "O", "O", "O", "O", "O", "O", "O", "O", "O", "O", "O", "O", "N", "N", "N", "N", "N", "N", "N", "N", "N", "N", "N", "N", "N", "N", "N", "C", "C", "C", "C", "C", "C", "C", "C", "C", "C", "C", "C", "C", "C", "C", "C", "C", "B", "H", "H", "H", "H", "H", "H", "H", "H", "H", "H", "H", "H", "H", "H", "H", "H", "H", "H", "H", "H", "H", "H", "H", "H", "H", "H", "H", "H", "H", "H", "H", "H", "H", "H", "H", "H", "H", "H", "H", "H", "H", "H"],
  "positions_angstrom": [[2.987118, 2.360622, -3.615039], [2.792356, 1.674362, -0.814246], [2.328382, -4.867567, -5.267862], [-2.072231, 0.421126, -2.768663], [2.101042, -3.987784, -2.793252], [3.857757, -5.216334, -5.478691], [2.005842, 2.498648, 0.219584], [4.045470, -3.642581, -3.650407], [3.331966, -1.622996, -5.088101], [1.974162, -5.918093, -6.382726], [0.794358, -4.587126, -5.084031], [2.245340, -6.023633, -4.188622], [2.455028, -3.766589, -6.385654], [1.208427, -2.002703, -4.854607], [-3.202859, -1.292220, 0.873186], [4.026022, 2.362881, -0.975030], [0.811341, 3.626589, 3.804612], [5.445942, 4.352077, 3.049634], [1.132656, 4.158665, -1.907450], [-1.695241, 1.922751, -0.068912], [0.255824, 0.572621, 0.153721], [-2.569658, -0.444298, -1.523095], [-2.162823, 6.483434, -0.624580], [0.133472, -4.523117, 4.374190], [-5.319306, -0.157705, -3.205110], [-0.430033, 2.660987, -2.525645], [-3.087210, 1.590186, -3.016830], [-4.133039, -5.031460, 3.474890], [2.907596, 0.321438, -0.408667], [-1.941582, -0.442283, -3.949322], [-6.778004, -1.093213, -4.669250], [6.681188, 5.848680, 1.872756], [-4.448792, -3.176627, 1.101347], [-1.273479, 7.789096, 1.003577], [0.909553, -3.584269, 6.286180], [-4.512639, -1.003041, -5.137999], [2.073828, 5.365118, 4.533076], [0.668076, 0.758013, -4.258370], [-0.782443, -5.157862, 6.350340], [-2.862678, -6.796968, 4.131857], [5.325634, 4.327801, 0.783073], [-0.121238, 5.948247, 0.212755], [-4.058814, -1.817378, 2.910789], [2.673667, 3.187906, 5.022544], [-2.191169, -5.444121, 2.388806], [0.845864, 3.033607, -2.254602], [0.090604, -4.430092, 5.588372], [2.394767, -2.121432, -4.243798], [-3.124018, -5.708162, 3.334996], [2.728405, -3.591934, -3.910588], [1.818748, 1.814570, -2.411350], [-3.862703, -2.045177, 1.583137], [1.102868, -0.764553, -2.448045], [-0.173507, -0.017460, 1.406780], [1.785220, 4.031502, 4.413077], [2.457025, -1.290381, -2.944712], [0.799545, 0.675979, -2.809418], [5.791029, 4.807849, 1.971647], [0.023790, 0.939381, 2.569066], [-5.522335, -0.716282, -4.275410], [-0.497829, 1.227851, -2.226935], [-1.246975, 6.716916, 0.141333], [-0.652031, 1.211672, -0.609969], [-0.898988, 1.478245, 2.749400], [-4.652573, -1.459735, -6.018040], [3.484431, 3.499639, 5.520793], [-1.917565, -1.141970, -1.392068], [5.598884, 4.691518, -0.108821], [-1.189678, -0.379536, 1.312524], [-4.981675, -3.806679, 1.674565], [0.290877, 0.398939, 3.469788], [-0.060566, 5.155452, -0.400182], [-3.572234, -0.744146, -4.855703], [-1.355885, -5.984398, 2.272117], [-3.949489, 1.302253, -2.654779], [1.476018, 0.402953, -4.745061], [0.465028, -0.882383, 1.557825], [-2.084581, 8.375705, 0.977917], [3.091156, -0.436104, -3.145943], [1.441244, 6.008476, 4.098960], [-0.533887, 8.005731, 1.641799], [0.266897, -1.397576, -2.717567], [6.980887, 6.241008, 1.001796], [-3.541589, -7.025790, 4.833104], [1.559310, -3.036173, 5.755640], [-3.642369, -0.995186, 3.303836], [-4.324852, -3.380073, 0.127493], [7.042896, 6.224140, 2.727684], [2.941310, -1.833105, -2.146301], [-0.834984, -5.093289, 7.348318], [-7.535167, -0.890872, -4.045144], [-2.350871, -4.653919, 1.790598], [1.144642, -0.799798, -1.364933], [0.636483, 6.133472, 0.840410], [-1.407252, -5.775944, 5.864988], [-2.450463, 1.363904, 0.143999], [0.488142, 1.694393, -4.589700], [2.871524, 5.719815, 5.023674], [-4.581379, -2.437121, 3.502330], [0.754585, 1.695377, 2.330633], [4.677324, 3.565382, 0.810935], [0.890747, -3.488968, 7.282753], [-6.970132, -1.552368, -5.537645], [-2.047522, -7.371802, 4.030994], [2.494039, 2.205401, 4.948675]],
  "atomic_forces_ev_per_a": [[0.152, -0.431, -0.086], [1.983, -0.740, -0.811], [0.654, -0.454, 0.067], [0.037, -0.315, -2.180], [-0.370, 0.232, -0.249], [0.191, 0.020, 0.004], [-0.505, 0.144, 0.184], [-0.150, 0.014, -0.045], [0.168, -0.317, -0.329], [-0.144, -0.154, -0.153], [-0.361, 0.268, 0.050], [-0.018, -0.117, 0.201], [-0.210, 0.300, -0.158], [-0.217, -0.222, -0.059], [0.061, -0.133, 0.194], [-0.145, 0.620, -0.050], [-0.087, 0.065, -0.025], [-0.016, 0.033, 0.117], [-0.060, -1.786, -0.807], [-0.052, -0.263, -0.287], [-0.690, -0.748, -0.484], [0.425, 1.072, 0.076], [-0.028, 0.055, 0.019], [0.033, -0.101, -0.020], [-0.167, 0.250, 0.403], [0.733, -0.005, -0.114], [-0.015, -0.074, 1.350], [-0.251, -0.015, 0.198], [-0.590, -0.198, 0.226], [0.417, -0.327, -0.124], [-0.029, 0.054, 0.172], [-0.050, -0.030, 0.072], [0.084, -0.040, -0.239], [-0.035, 0.021, -0.022], [-0.001, -0.022, -0.053], [-0.133, 0.110, 0.105], [-0.102, -0.023, 0.039], [-0.202, -0.132, 0.015], [0.059, -0.069, -0.038], [0.025, 0.148, 0.217], [0.069, 0.143, 0.353], [-0.157, 0.054, -0.013], [-0.030, 0.160, -0.033], [-0.239, 0.054, 0.105], [-0.241, -0.146, -0.193], [-0.555, 1.625, 0.595], [-0.029, 0.077, 0.114], [0.168, 0.875, 1.005], [0.279, 0.017, -0.193], [0.556, -0.520, -0.200], [-0.623, 1.194, 1.291], [-0.123, -0.062, 0.217], [0.384, -0.046, 1.369], [0.774, 0.165, 0.514], [0.353, 0.017, 0.089], [-0.689, 0.310, -0.319], [0.208, -0.095, -2.096], [0.011, 0.054, -0.262], [-0.782, -0.042, -0.422], [0.358, -0.212, -0.547], [-0.056, 0.219, 1.456], [0.149, -0.065, 0.077], [-0.300, 0.081, 0.563], [-0.109, 0.211, 0.188], [-0.100, -0.009, -0.011], [0.102, 0.047, -0.146], [-0.303, -0.507, 0.345], [-0.003, -0.022, -0.041], [-0.231, 0.055, -0.043], [0.184, -0.053, 0.147], [0.140, -0.019, 0.172], [0.038, 0.050, -0.089], [0.090, -0.101, 0.030], [0.114, 0.108, 0.148], [-0.386, 0.119, -0.482], [0.094, -0.022, -0.046], [0.174, -0.167, -0.252], [-0.032, 0.001, -0.015], [0.326, 0.046, -0.208], [-0.040, -0.010, 0.009], [0.032, -0.024, 0.003], [-0.170, -0.017, -0.539], [-0.012, -0.019, -0.039], [-0.083, -0.050, -0.062], [0.015, 0.006, -0.026], [0.013, 0.030, -0.002], [-0.097, 0.108, -0.062], [0.017, -0.005, 0.027], [0.111, -0.238, 0.044], [0.021, 0.044, 0.015], [-0.015, 0.021, 0.017], [-0.007, 0.073, 0.054], [0.021, -0.087, 0.088], [-0.013, -0.015, 0.042], [-0.081, 0.062, -0.050], [-0.219, 0.067, 0.224], [-0.087, 0.076, -0.030], [0.091, -0.059, -0.064], [0.107, -0.162, -0.041], [0.386, 0.026, 0.109], [0.006, -0.071, -0.099], [-0.028, -0.011, 0.019], [0.051, -0.005, -0.032], [-0.003, -0.013, -0.099], [0.005, -0.011, -0.049]],
  "homo_lumo_gap_ev": 9.44,
  "e_tot_ev": -144764.841,
  "fmax_ev_per_a": 2.3,
  "multiplicity": 1,
  "total_charge": 0,
  "e_lumo_ev": 0.27,
  "smiles": "CCOB(O)[C@@]1(P(=O)(O)O)OC(=O)[C@@](Cl)(S(=O)(=O)F)[C@@]1(N)CCC(F)(F)C(F)(F)S(F)(F)(F)(F)F.NC(N)=O.NC(N)=O.NC(N)=O.NC(N)=O.NC(N)=O.NC(N)=O.NC(N)=O",
  "homo_energy_ev": -9.2
}